1.
{
  "formula": "C28H30AsF3N3O4PPtS2",
  "method": "ωB97M-V with the def2-TZVPD basis set",
  "s2": 2.007,
  "homo_energy_ha": [-0.252, -0.293],
  "homo_lumo_gap_ev": [6.7, 7.6],
  "multiplicity": 3,
  "elements": ["Pt", "O", "As", "C", "C", "C", "C", "C", "C", "C", "C", "C", "C", "C", "C", "C", "C", "C", "C", "C", "C", "H", "H", "H", "H", "H", "H", "H", "H", "H", "H", "H", "H", "H", "H", "H", "F", "C", "F", "F", "C", "O", "O", "C", "N", "C", "N", "C", "N", "C", "P", "C", "C", "H", "H", "H", "H", "H", "H", "H", "H", "H", "H", "H", "H", "C", "O", "C", "S", "S", "H", "H", "H"],
  "coordinates": [[-0.255, 1.387, 0.310], [1.761, 0.624, 0.595], [2.980, 1.796, 0.638], [4.557, 0.734, 0.323], [4.399, -0.617, 0.048], [5.522, -1.413, -0.143], [6.790, -0.858, -0.062], [6.943, 0.496, 0.215], [5.827, 1.293, 0.412], [2.822, 2.961, -0.881], [2.067, 4.269, -0.953], [1.414, 4.402, -2.341], [2.119, 3.824, -3.511], [3.060, 2.901, -3.332], [3.317, 2.389, -1.986], [3.361, 2.490, 2.377], [3.691, 3.815, 2.622], [4.022, 4.204, 3.911], [4.009, 3.277, 4.945], [3.671, 1.956, 4.694], [3.356, 1.555, 3.402], [3.401, -1.031, -0.019], [5.404, -2.467, -0.357], [7.663, -1.479, -0.213], [7.934, 0.926, 0.282], [5.959, 2.346, 0.635], [2.713, 5.104, -0.657], [1.139, 5.440, -2.516], [1.853, 4.171, -4.501], [3.590, 2.459, -4.164], [3.891, 1.472, -1.926], [3.660, 4.549, 1.826], [4.277, 5.237, 4.110], [4.263, 3.588, 5.950], [3.655, 1.233, 5.499], [3.098, 0.520, 3.201], [-4.600, -0.406, -1.407], [-4.142, 0.853, -1.431], [-4.179, 1.280, -2.707], [-4.999, 1.605, -0.725], [-2.698, 0.946, -0.892], [-2.391, 2.018, -0.308], [-1.957, -0.026, -1.066], [-1.909, 0.817, 5.186], [-2.972, 1.084, 4.221], [-3.703, -0.159, 3.976], [-2.859, -1.276, 3.549], [-1.800, -1.463, 4.538], [-1.000, -0.267, 4.805], [-0.201, 0.101, 3.633], [-1.262, 0.456, 2.178], [-2.430, 1.629, 2.971], [-2.307, -1.055, 2.207], [-2.376, 0.540, 6.134], [-1.329, 1.730, 5.338], [-4.469, 0.019, 3.220], [-4.194, -0.452, 4.907], [-1.141, -2.268, 4.206], [-2.270, -1.766, 5.477], [0.496, -0.704, 3.386], [0.400, 0.990, 3.849], [-3.234, 1.855, 2.267], [-1.900, 2.566, 3.162], [-1.712, -1.918, 1.903], [-3.114, -0.954, 1.478], [-0.923, 5.982, 0.270], [0.415, 5.687, -0.118], [0.709, 4.331, -0.215], [-0.116, 3.553, -1.717], [0.478, 3.440, 1.325], [-1.058, 7.049, 0.110], [-1.086, 5.737, 1.319], [-1.631, 5.423, -0.347]],
  "mulliken_charge": [1.441, -1.142, 1.547, -0.324, -0.128, -0.644, -0.434, -0.716, -0.336, -0.082, -0.481, -0.538, -0.704, -0.953, -0.046, 0.698, 0.067, -0.678, -0.471, -0.741, -1.009, 0.399, 0.417, 0.387, 0.406, 0.382, 0.620, 0.524, 0.426, 0.415, 0.443, 0.351, 0.429, 0.400, 0.439, 0.459, -0.254, 0.683, -0.257, -0.243, 0.753, -0.737, -0.611, -0.973, 0.097, -0.879, 0.113, -0.949, 0.086, -0.868, 1.138, -0.832, -1.119, 0.285, 0.403, 0.419, 0.285, 0.396, 0.319, 0.426, 0.323, 0.358, 0.376, 0.432, 0.278, -0.718, -0.463, 0.758, -0.280, -0.433, 0.299, 0.274, 0.294]
}

2.
{
  "formula": "C28H30BN6O2RbSb",
  "method": "ωB97M-V with the def2-TZVPD basis set",
  "homo_energy_ha": -0.159,
  "homo_lumo_gap_ev": 6.8,
  "e_above_lowest_kcal_mol": 14.0,
  "multiplicity": 1,
  "total_charge": -1,
  "elements": ["Rb", "C", "C", "N", "O", "C", "C", "N", "O", "H", "H", "H", "H", "H", "H", "H", "B", "N", "C", "C", "C", "N", "N", "C", "C", "C", "N", "H", "H", "H", "H", "H", "H", "H", "H", "C", "C", "C", "C", "C", "C", "Sb", "C", "C", "C", "C", "C", "C", "C", "C", "C", "C", "C", "C", "H", "H", "H", "H", "H", "H", "H", "H", "H", "H", "H", "H", "H", "H", "H"],
  "coordinates": [[-2.667, -0.107, 0.476], [-2.257, 5.118, -1.766], [-2.103, 3.859, -0.952], [-1.160, 3.006, -1.160], [-0.253, 3.323, -2.214], [-3.081, 3.557, 0.063], [-4.225, 4.506, 0.348], [-2.957, 2.385, 0.625], [-3.847, 1.945, 1.462], [-1.744, 4.990, -2.719], [-1.818, 5.966, -1.242], [-3.306, 5.337, -1.949], [0.233, 2.493, -2.309], [-3.878, 5.468, 0.732], [-4.852, 4.030, 1.100], [-4.841, 4.683, -0.536], [-2.992, -3.372, 0.835], [-4.256, -3.060, -0.002], [-5.387, -3.775, -0.024], [-6.275, -3.159, -0.883], [-5.572, -2.043, -1.338], [-4.364, -2.001, -0.795], [-1.821, -3.555, -0.149], [-1.460, -4.721, -0.694], [-0.476, -4.484, -1.632], [-0.306, -3.101, -1.578], [-1.116, -2.560, -0.677], [-3.169, -4.415, 1.387], [-2.760, -2.460, 1.599], [-5.505, -4.662, 0.569], [-7.273, -3.461, -1.140], [-5.876, -1.275, -2.028], [-1.929, -5.642, -0.407], [0.043, -5.200, -2.245], [0.357, -2.484, -2.163], [5.606, 0.366, -2.548], [4.599, 1.295, -2.745], [3.370, 1.131, -2.131], [3.120, 0.043, -1.303], [4.139, -0.879, -1.106], [5.370, -0.720, -1.723], [1.163, 0.008, -0.279], [1.881, 1.643, 0.965], [3.224, 1.799, 1.277], [3.650, 2.868, 2.046], [2.730, 3.780, 2.533], [1.388, 3.625, 2.234], [0.965, 2.565, 1.448], [1.805, -1.519, 1.107], [1.958, -1.254, 2.458], [2.402, -2.241, 3.323], [2.694, -3.507, 2.845], [2.498, -3.793, 1.504], [2.053, -2.804, 0.646], [6.570, 0.496, -3.022], [4.773, 2.155, -3.375], [2.593, 1.869, -2.286], [3.980, -1.731, -0.458], [6.157, -1.443, -1.556], [3.957, 1.090, 0.912], [4.706, 2.990, 2.253], [3.068, 4.616, 3.131], [0.665, 4.338, 2.600], [-0.081, 2.473, 1.184], [1.743, -0.265, 2.846], [2.523, -2.020, 4.375], [3.052, -4.273, 3.520], [2.690, -4.789, 1.125], [1.885, -3.039, -0.396]],
  "mulliken_charge": [0.782, -1.471, 0.273, 0.243, -0.534, 0.218, -1.383, 0.451, -0.821, 0.441, 0.239, 0.335, 0.306, 0.274, 0.358, 0.319, 0.158, 0.503, -0.337, -0.699, -0.338, -0.671, 0.310, -0.312, -0.943, -0.598, -0.043, -0.206, -0.307, 0.396, 0.359, 0.414, 0.448, 0.389, 0.661, -0.453, -0.709, -0.134, 0.062, 0.112, -0.781, 0.235, -0.188, 0.231, -0.690, -0.407, -0.592, -0.564, 0.839, -0.623, -0.619, -0.473, -0.890, -0.521, 0.359, 0.402, 0.220, 0.391, 0.394, 0.404, 0.382, 0.356, 0.441, 0.428, 0.423, 0.392, 0.366, 0.406, 0.587]
}

no.,F_max (Eh/bohr)
1,0.012
2,0.031